Entry a
ORCA calculation (ωB97M-V/def2-TZVPD) on a 2-piece molecular cluster, C8H13N4O overall.

Cartesian coordinates (Å):
C 0.93 -1.14 -0.15
C 0.37 0.11 -0.01
C 2.55 0.44 -0.03
C 3.93 0.93 0.24
C -2.61 0.60 0.32
C -4.00 1.30 0.30
C -2.58 -0.78 0.90
C 3.16 -2.01 -0.26
N -1.69 1.29 -0.15
N 2.25 -0.85 -0.15
N 1.36 1.00 0.22
N 4.05 2.23 0.66
O 4.86 0.12 0.24
H 0.51 -2.00 -0.44
H -4.65 0.64 -0.25
H -3.91 2.28 -0.09
H -4.41 1.11 1.32
H -2.83 -1.60 0.12
H -3.22 -0.79 1.83
H -1.42 -0.82 1.13
H 2.71 -2.90 0.37
H 3.23 -2.31 -1.27
H 4.11 -1.74 -0.03
H 1.08 2.06 0.20
H 3.21 2.81 0.63
H 4.96 2.42 1.15

Output
- HOMO energy (spin up / spin down): -13.3 / -13.3 eV
- Total charge: +1
- Frontier orbital gap (spin up / spin down): 0.3166 / 0.3166 Eh

natural (NBO) population analysis, charges in e, atoms 1 to 5: -0.123 0.188 0.262 0.622 0.230

---

Entry b
ORCA calculation (ωB97M-V/def2-TZVPD) on a 2-piece molecular cluster, C8H13N4O overall.

Cartesian coordinates (Å):
C 1.95 -1.95 0.59
C 0.89 -2.39 1.31
C 0.29 -0.51 0.30
C -1.90 -2.46 2.45
C -1.41 -1.52 1.67
C 0.56 2.17 -0.72
C -0.38 0.74 -2.60
C -0.58 1.48 -1.35
N 1.55 -0.80 -0.03
N -0.13 -1.49 1.11
N 1.73 1.85 -1.15
N 0.27 3.06 0.26
O -1.76 1.74 -0.88
H 2.93 -2.37 0.46
H 0.79 -3.25 1.93
H -2.90 -2.39 2.83
H -1.34 -3.33 2.76
H -2.00 -0.65 1.38
H 0.68 0.55 -2.75
H -0.73 1.37 -3.43
H -0.95 -0.18 -2.63
H 2.11 -0.19 -0.63
H 2.49 2.36 -0.71
H -0.68 3.29 0.49
H 1.00 3.58 0.71
H -2.49 1.31 -1.37

Output
- HOMO energy (spin up / spin down): -12.2 / -12.2 eV
- Total charge: +1
- Frontier orbital gap (spin up / spin down): 0.2668 / 0.2667 Eh

natural (NBO) population analysis, charges in e, atoms 1 to 5: -0.058 -0.077 0.174 -0.394 -0.009

---

In order of decreasing stability: entry b, entry a.

---

Entry a
ORCA calculation (ωB97M-V/def2-TZVPD) on a 10-piece molecular cluster, CH21NO11 overall.

Cartesian coordinates (Å):
N -2.68 -2.16 -2.29
H -3.25 -1.81 -1.60
H -2.22 -3.09 -2.27
H -1.84 -1.62 -2.21
H -3.18 -2.01 -3.15
C 0.32 -0.18 -0.36
O 0.98 0.70 0.16
O -1.05 -0.13 -0.24
O 0.72 -1.16 -0.85
H -1.22 0.46 0.27
O 2.01 -2.19 1.50
H 1.76 -1.64 0.75
H 2.98 -2.14 1.47
O 0.12 -3.87 -1.10
H -0.52 -3.88 -0.29
H 0.49 -3.03 -0.96
O -0.30 1.85 2.21
H 0.00 1.34 1.57
H 0.43 1.71 2.92
O 2.95 -1.45 -2.29
H 1.98 -1.50 -1.75
H 3.50 -0.96 -1.70
O -2.68 2.49 0.87
H -1.83 2.45 1.28
H -2.54 2.84 -0.17
O 2.13 3.61 1.25
H 1.81 2.84 1.59
H 1.70 3.91 0.56
O 2.15 2.72 -1.78
H 2.93 2.93 -1.28
H 1.67 2.04 -1.40
O -2.36 -0.01 3.32
H -3.21 0.23 3.01
H -1.76 0.74 2.96

Output
- HOMO energy: -9.8 eV
- Total charge: 0
- Frontier orbital gap: 0.3086 Eh

natural (NBO) population analysis, charges in e, atoms 1 to 5: -0.860 0.448 0.484 0.475 0.438

---

Entry b
ORCA calculation (ωB97M-V/def2-TZVPD) on a 10-piece molecular cluster, CH21NO11 overall.

Cartesian coordinates (Å):
N -0.91 -0.19 -0.77
C -1.47 0.28 0.34
O -1.15 -0.05 1.49
O -2.59 0.98 0.17
H -0.03 -0.70 -0.81
H -1.20 0.29 -1.61
H -2.74 1.21 -0.76
O 0.08 4.11 -1.32
H 0.44 4.22 -0.46
H 0.72 3.50 -1.81
O -0.22 -4.69 1.01
H -0.66 -4.05 1.60
H -0.88 -5.32 0.72
O 1.25 -1.29 1.63
H 0.54 -1.91 1.67
H 0.70 -0.48 1.70
O -1.68 2.20 -2.48
H -1.36 3.08 -2.17
H -0.90 2.12 -3.05
O -1.63 -2.61 2.07
H -1.73 -1.68 1.77
H -1.88 -2.65 3.00
O 1.65 2.55 -2.65
H 2.40 2.78 -3.23
H 2.02 1.85 -2.10
O -0.18 2.05 3.22
H -0.84 1.89 2.56
H -0.42 1.62 4.06
O 0.98 -2.95 -0.52
H 1.79 -2.92 0.02
H 0.60 -3.78 -0.17
O 3.02 0.53 -1.20
H 3.36 -0.28 -1.65
H 2.92 0.27 -0.26

Output
- SMILES: NC(=O)O.O.O.O.O.O.O.O.O.O
- HOMO energy: -10.2 eV
- Total charge: 0
- Frontier orbital gap: 0.3830 Eh

natural (NBO) population analysis, charges in e, atoms 1 to 5: -0.830 0.901 -0.743 -0.669 0.446

---

In order of decreasing stability: entry b, entry a.

---

Entry a
ORCA calculation (ωB97M-V/def2-TZVPD) on a 2-piece molecular cluster, C11H21NSi overall.

Cartesian coordinates (Å):
C -1.78 1.59 0.23
C -0.71 1.56 -0.63
C 0.95 -0.69 2.56
C 1.49 -0.16 1.47
C 1.60 -1.98 3.03
C -0.15 -0.22 3.47
C 0.84 1.09 0.76
C 2.60 -0.90 0.68
C -2.40 1.63 -3.01
C -1.95 -1.22 -1.84
C 0.47 0.27 -3.03
N -2.60 1.52 1.00
Si -1.25 0.49 -2.15
H 1.36 -2.83 2.51
H 1.35 -2.07 4.03
H 2.62 -1.86 2.89
H -0.57 -1.21 3.94
H -0.83 0.38 2.92
H 0.18 0.43 4.25
H 1.74 1.65 0.26
H 0.41 1.75 1.53
H -0.34 2.40 -1.09
H 3.50 -0.58 1.14
H 2.51 -0.43 -0.35
H 2.50 -2.03 0.77
H -2.45 2.52 -2.48
H -1.99 1.74 -3.99
H -3.38 1.24 -3.27
H -1.30 -1.82 -1.25
H -3.04 -1.39 -1.62
H -1.91 -1.64 -2.93
H 1.39 -0.03 -2.50
H 0.38 -0.31 -3.92
H 0.76 1.12 -3.41

Output
- HOMO energy: -8.4 eV
- Total charge: 0
- Frontier orbital gap: 0.3209 Eh

natural (NBO) population analysis, charges in e, atoms 1 to 5: 0.229 -0.693 0.061 -0.051 -0.638

---

Entry b
ORCA calculation (ωB97M-V/def2-TZVPD) on a 2-piece molecular cluster, C11H21NSi overall.

Cartesian coordinates (Å):
C 0.87 -1.19 -0.34
C 0.04 -0.83 0.92
C -1.45 -0.79 0.59
C 0.63 0.16 1.79
C 1.10 1.31 1.92
N 1.77 2.34 2.00
C 0.73 -1.29 2.21
C 0.09 -1.85 3.53
C 2.03 -2.08 1.86
H 1.77 -0.58 -0.20
H 0.26 -0.93 -1.30
H 0.93 -2.30 -0.47
H -1.69 -1.69 0.04
H -1.58 0.08 -0.06
H -1.98 -0.81 1.46
H 1.53 3.13 2.61
H -0.76 -1.33 3.91
H 0.99 -1.62 4.21
H -0.05 -2.94 3.40
H 2.63 -2.41 2.65
H 2.63 -1.48 1.24
H 1.65 -3.01 1.34
C -2.32 2.06 -1.38
Si -1.02 1.74 -2.50
C -0.77 0.83 -4.10
C 0.62 2.66 -2.30
H -3.29 1.57 -1.40
H -2.24 2.35 -0.44
H -1.60 0.78 -4.73
H -0.17 1.38 -4.81
H -0.48 -0.16 -3.88
H 0.85 2.99 -3.36
H 0.59 3.57 -1.65
H 1.40 2.02 -1.91

Output
- SMILES: CC1(C)C(=C=N)C1(C)C.C=[Si](C)C
- HOMO energy: -8.0 eV
- Total charge: 0
- Frontier orbital gap: 0.3181 Eh

natural (NBO) population analysis, charges in e, atoms 1 to 5: -0.614 -0.019 -0.607 -0.304 0.442

---

In order of decreasing stability: entry a, entry b.

---

Entry a
ORCA calculation (ωB97M-V/def2-TZVPD) on C23H39As2O13S2Si2Tc as an isolated structure.

Cartesian coordinates (Å):
Tc 0.32 0.14 -0.27
O -1.07 3.15 -2.64
As -0.28 3.28 -1.09
O 0.52 4.69 -0.95
O 0.71 1.91 -0.92
C -1.70 3.17 0.22
C -1.66 4.21 1.14
C -2.57 4.27 2.19
C -3.53 3.28 2.32
C -3.59 2.24 1.40
C -2.68 2.18 0.35
S -2.88 0.86 -0.83
O -3.53 -0.22 -0.13
O -3.58 1.39 -1.96
O -1.47 0.51 -1.20
H -0.71 3.83 -3.22
H -0.91 4.98 1.02
H -2.53 5.08 2.90
H -4.25 3.31 3.13
H -4.34 1.46 1.48
O 4.34 -3.60 3.46
C 3.48 -3.20 2.72
C 3.39 -1.81 2.12
O 4.15 -0.88 2.32
C 2.19 -1.83 1.30
C 1.52 -3.09 1.32
O 0.45 -3.35 0.72
C 2.27 -3.98 2.24
O 1.94 -5.09 2.61
O 1.70 -0.83 0.65
C 3.55 1.15 -1.07
Si 2.58 0.53 -2.56
C 2.07 1.96 -3.69
C 3.79 -0.54 -3.53
C 1.12 -0.57 -2.05
Si -0.05 -1.22 -3.38
C 0.98 -2.26 -4.57
C -1.30 -2.39 -2.62
C -0.93 0.06 -4.41
H 4.61 0.88 -1.17
H 3.23 0.72 -0.12
H 3.48 2.23 -0.98
H 2.39 2.91 -3.26
H 0.98 1.99 -3.80
H 2.50 1.86 -4.69
H 4.67 0.06 -3.80
H 3.36 -0.94 -4.45
H 4.13 -1.37 -2.92
H 1.61 -1.49 -1.71
H 1.57 -3.02 -4.07
H 1.65 -1.63 -5.16
H 0.31 -2.76 -5.28
H -0.82 -3.17 -2.02
H -1.89 -2.87 -3.41
H -1.99 -1.84 -2.00
H -0.26 0.46 -5.18
H -1.33 0.89 -3.82
H -1.78 -0.41 -4.92
C 0.52 3.12 3.79
S -0.07 1.66 2.93
C 0.47 0.43 4.14
O 0.88 1.50 1.79
H 0.32 3.97 3.15
H 1.60 3.01 3.94
H 0.00 3.22 4.74
H -0.36 0.13 4.78
H 1.31 0.81 4.74
H 0.82 -0.40 3.53
C -3.27 -1.20 2.81
As -1.76 -1.98 1.89
C -0.84 -2.92 3.30
C -2.43 -3.22 0.61
O -0.88 -0.66 1.31
H -3.64 -1.89 3.56
H -4.04 -0.97 2.07
H -2.93 -0.29 3.28
H -1.50 -2.98 4.17
H 0.06 -2.37 3.56
H -0.56 -3.90 2.94
H -2.83 -4.07 1.17
H -1.59 -3.55 0.02
H -3.20 -2.73 0.02

Output
- Multiplicity: 4
- HOMO energy (spin up / spin down): -4.7 / -4.9 eV
- Total charge: -1
- <S²>: 3.7851
- Frontier orbital gap (spin up / spin down): 0.2376 / 0.2444 Eh

Mulliken population analysis, charges in e, atoms 1 to 5: 0.347 -0.611 0.993 -0.856 -0.364

---

Entry b
ORCA calculation (ωB97M-V/def2-TZVPD) on C23H39As2O13S2Si2Tc as an isolated structure.

Cartesian coordinates (Å):
Tc 0.11 0.38 0.26
O -2.43 2.58 -2.22
As -2.89 1.31 -1.11
O -4.40 1.61 -0.56
O -1.73 1.19 0.12
C -2.87 -0.31 -2.15
C -4.07 -1.01 -2.14
C -4.20 -2.20 -2.83
C -3.13 -2.69 -3.56
C -1.93 -1.99 -3.59
C -1.79 -0.81 -2.88
S -0.27 0.09 -3.10
O 0.75 -0.88 -3.43
O -0.52 1.09 -4.09
O -0.03 0.75 -1.76
H -3.08 3.27 -2.08
H -4.89 -0.58 -1.57
H -5.14 -2.74 -2.82
H -3.22 -3.61 -4.12
H -1.09 -2.35 -4.17
O 3.86 -2.38 4.92
C 3.41 -1.94 3.89
C 2.07 -1.23 3.71
O 1.24 -1.04 4.58
C 2.04 -0.88 2.31
C 3.17 -1.27 1.57
O 3.36 -1.08 0.36
C 4.07 -2.02 2.51
O 5.09 -2.61 2.23
O 1.05 -0.28 1.70
C -2.38 2.05 2.68
Si -1.13 3.12 1.76
C -1.87 4.26 0.46
C -0.55 4.29 3.15
C 0.46 2.27 1.20
Si 1.72 3.25 0.21
C 2.12 4.91 1.01
C 3.32 2.27 0.19
C 1.24 3.67 -1.56
H -2.51 2.40 3.70
H -2.05 1.01 2.70
H -3.34 2.06 2.16
H -2.94 4.07 0.36
H -1.41 4.11 -0.51
H -1.74 5.31 0.75
H -1.42 4.83 3.53
H 0.18 5.03 2.82
H -0.11 3.74 3.98
H 0.97 1.99 2.14
H 2.43 4.79 2.05
H 1.26 5.58 0.99
H 2.94 5.38 0.46
H 3.64 2.04 1.21
H 4.12 2.83 -0.30
H 3.21 1.32 -0.33
H 0.59 4.55 -1.59
H 0.70 2.86 -2.05
H 2.14 3.89 -2.14
C -3.63 -2.75 1.15
S -1.99 -2.45 0.48
C -1.17 -3.91 1.16
O -1.49 -1.30 1.30
H -4.25 -1.91 0.83
H -3.55 -2.76 2.23
H -4.03 -3.69 0.76
H -0.94 -4.60 0.34
H -1.78 -4.40 1.91
H -0.25 -3.54 1.59
C 1.06 -3.84 -2.59
As 1.82 -2.67 -1.24
C 2.45 -3.98 0.05
C 3.42 -2.02 -2.09
O 0.57 -1.78 -0.56
H 1.66 -4.75 -2.64
H 1.08 -3.33 -3.55
H 0.04 -4.08 -2.31
H 2.44 -4.97 -0.41
H 1.79 -3.97 0.91
H 3.46 -3.73 0.37
H 4.05 -2.90 -2.20
H 3.91 -1.29 -1.45
H 3.17 -1.60 -3.06

Output
- Multiplicity: 4
- HOMO energy (spin up / spin down): -5.0 / -5.3 eV
- Total charge: -1
- <S²>: 3.7885
- Frontier orbital gap (spin up / spin down): 0.2448 / 0.2533 Eh

Mulliken population analysis, charges in e, atoms 1 to 5: -1.171 -0.672 0.963 -0.858 0.825

---

In order of decreasing stability: entry a, entry b.